w | Here is a single C7H8N2O molecule from the OMol25 dataset. Energies are from the ωB97M-V functional and the def2-TZVPD basis.

The geometry in ORCA input format:
```
! RIJCOSX wB97M-V def2-TZVPD def2/J DEFGRID3
* xyz 0 1
N -0.326 0.881 1.068
H 2.046 1.983 -1.009
C -2.258 0.634 -0.480
H -0.478 0.162 -1.478
C 0.961 -1.151 0.149
C -1.251 -0.332 -0.860
C -0.493 -1.082 0.213
C 1.569 1.170 -0.537
C 0.557 1.598 0.502
H -1.736 -1.178 -1.470
H 2.760 -0.756 -0.698
C 1.770 -0.164 -0.535
H -0.592 -2.669 1.266
O -1.178 -2.076 0.745
H -0.657 1.246 1.960
H 1.439 -2.110 0.446
H 0.945 2.407 1.099
N -3.077 1.435 -0.381
*
```

Summary:
Orbital gap in Ha: 0.3099
SMILES: [H]/N=C/C=C\C=C(\O)CC#N



x | Here is a molecular structure, C7H8N2O from the OMol25 dataset. Energies are from the ωB97M-V functional and the def2-TZVPD basis.

The geometry in ORCA input format:
```
! RIJCOSX wB97M-V def2-TZVPD def2/J DEFGRID3
* xyz 0 1
C -1.462 -0.149 -0.643
H 2.519 0.252 -0.952
O -0.472 0.680 -1.165
H -0.203 1.915 1.113
H 1.194 2.297 0.043
H -0.988 -0.608 1.576
C -0.203 -2.115 0.409
H -1.932 -0.901 -1.311
C -0.665 -0.803 0.602
H 1.486 1.259 1.553
C 0.552 0.404 -0.249
C 1.754 -0.419 -0.750
N 0.217 -3.150 0.280
H 1.511 -1.002 -1.595
C -2.501 0.654 -0.041
C 0.741 1.574 0.687
N -3.482 1.132 0.290
H 1.931 -1.020 0.152
*
```

Summary:
Orbital gap in Ha: 0.3953



Relative energies in kJ/mol: w 57.7; x 0.0



w | Here is a single C23H18F3NO2S2 molecule from the OMol25 dataset. Energies are from the ωB97M-V functional and the def2-TZVPD basis.

The geometry in ORCA input format:
```
! RIJCOSX wB97M-V def2-TZVPD def2/J DEFGRID3
* xyz 0 1
F 0.772 5.963 1.776
H -1.410 -1.447 1.387
F 2.896 5.400 1.815
F 1.518 4.828 3.464
C -0.037 3.143 1.511
C 0.957 -1.676 -2.555
H -0.126 -3.735 1.224
C -0.155 -2.521 2.843
C -2.220 0.469 -1.158
C 1.718 -2.016 -3.685
C -0.388 1.966 0.848
C -1.157 -0.430 -1.150
C -3.498 0.151 -1.607
N -0.275 -3.837 2.200
C 2.567 0.281 -3.806
H 1.636 -3.018 -4.072
H -0.813 3.620 2.090
C -0.415 -1.370 1.841
H -4.316 0.891 -1.647
C 0.544 1.252 0.054
H -1.376 1.625 0.972
C -3.773 -1.146 -1.980
C 1.878 1.708 0.142
H -2.011 1.509 -0.954
H 3.098 1.060 -4.344
C 1.274 3.637 1.473
C -1.426 -1.746 -1.583
S 0.891 -1.328 0.568
O -2.324 -2.604 3.938
H 0.855 -2.387 3.263
S -0.135 -2.882 -1.926
C 1.822 0.595 -2.688
H -1.389 -1.666 5.703
H 1.797 1.667 -2.416
H 2.673 1.138 -0.331
C 1.633 4.991 2.132
H -2.883 -3.084 -2.386
H -4.768 -1.428 -2.302
H -0.374 -0.407 2.306
H 3.116 -1.262 -5.173
C 2.522 -1.016 -4.299
O -0.638 -1.761 5.123
C -2.738 -2.109 -1.952
C -1.147 -2.310 4.009
C 0.274 -0.107 -0.689
H 3.268 3.168 0.829
C 2.237 2.883 0.802
H -1.183 -4.291 2.417
C 1.027 -0.361 -2.029
*
```

Summary:
Orbital gap in Ha: 0.3101
SMILES: N[C@@H](CSC1(c2ccc(C(F)(F)F)cc2)c2ccccc2Sc2ccccc21)C(=O)O



x | Here is a single C23H18F3NO2S2 molecule from the OMol25 dataset. Energies are from the ωB97M-V functional and the def2-TZVPD basis.

The geometry in ORCA input format:
```
! RIJCOSX wB97M-V def2-TZVPD def2/J DEFGRID3
* xyz 0 1
C -0.772 0.258 -4.495
H -1.239 -2.087 1.238
N -0.752 0.718 4.542
C -1.627 0.466 3.352
F 4.462 4.000 -0.009
H -2.512 1.701 -1.377
H -0.268 -0.115 -5.370
C 0.338 -2.271 -1.759
H 1.005 -4.182 -2.616
C -0.388 -0.161 -3.211
C 0.550 -3.675 -1.783
S -1.716 0.388 0.639
C 0.869 2.046 -0.436
C -2.342 1.797 -3.506
H -1.873 1.685 -5.635
C 4.455 2.763 0.589
C -0.605 -3.902 0.323
H -3.065 2.581 -3.577
H 2.068 3.825 -0.255
C -0.354 -1.670 -0.678
F 5.516 2.074 0.243
C 3.212 2.024 0.224
C 2.044 2.730 -0.127
C 1.928 -0.006 0.087
H -0.072 -0.489 2.227
H -2.341 1.326 3.239
H 1.887 -1.079 0.308
C -0.788 -2.538 0.350
H -0.038 2.656 -0.682
C -2.507 -0.777 3.492
C -1.687 1.283 -4.648
C -0.523 -0.120 -0.695
H 3.965 0.048 0.746
H -0.016 1.329 2.080
H 0.105 -5.519 -0.853
C -0.683 0.433 2.147
O -2.023 -1.915 3.492
C 0.049 -4.462 -0.766
H -1.366 0.908 5.370
C -1.024 0.338 -2.077
O -3.857 -0.532 3.657
H -4.248 -1.431 3.750
C 0.807 0.634 -0.375
S 0.953 -1.322 -3.111
C 3.109 0.636 0.383
H -0.944 -4.528 1.122
H -0.126 -0.084 4.704
F 4.445 2.918 1.976
C -2.012 1.302 -2.240
*
```

Summary:
Orbital gap in Ha: 0.3222
SMILES: N[C@@H](CSC1(c2ccc(C(F)(F)F)cc2)c2ccccc2Sc2ccccc21)C(=O)O



Relative energies in kJ/mol: w 56.2; x 0.0



w | Here is 2 unconnected molecules or ions with the total composition C9H16N2O2 from the OMol25 dataset. Energies are from the ωB97M-V functional and the def2-TZVPD basis.

The geometry in ORCA input format:
```
! RIJCOSX wB97M-V def2-TZVPD def2/J DEFGRID3
* xyz 0 1
H -2.092 0.703 -0.641
H -0.528 -0.387 1.747
H 0.476 3.279 -0.505
C -2.324 -1.658 0.599
H -1.801 -1.999 -0.537
C 1.768 -0.942 -1.713
H -2.678 -2.590 1.320
C -0.415 2.509 -0.773
H -1.315 3.138 -1.109
N 1.585 -1.699 0.687
O 1.652 -0.149 2.172
C -1.209 0.509 -0.034
H 1.541 -1.330 -2.713
C -0.955 1.857 0.472
C 1.407 -2.080 -0.747
H -3.254 -1.081 0.107
N 2.198 0.386 -0.021
H -0.473 0.190 -0.577
C -1.579 -0.425 1.159
H 1.499 -2.510 1.456
C 2.190 0.214 -1.323
H -1.808 2.324 0.860
H 2.683 0.987 -1.934
H 2.814 1.241 0.315
O 1.149 -3.221 -1.154
C 1.839 -0.521 1.014
H -0.237 1.772 1.375
H 0.066 1.620 -1.513
H -2.199 -0.136 2.010
*
```

Summary:
Orbital gap in Ha: 0.3609
SMILES: O=c1cc[nH]c(=O)[nH]1.CCCCC



x | Here is 2 unconnected molecules or ions with the total composition C9H16N2O2 from the OMol25 dataset. Energies are from the ωB97M-V functional and the def2-TZVPD basis.

The geometry in ORCA input format:
```
! RIJCOSX wB97M-V def2-TZVPD def2/J DEFGRID3
* xyz 0 1
H -3.211 -1.252 3.626
H 3.560 0.894 -2.770
H 5.444 -2.750 -1.454
H -4.635 -0.310 2.696
N 3.922 0.211 -2.136
H -3.817 2.149 -0.820
H -3.775 -1.862 1.918
H 5.056 -1.238 -3.223
H -1.982 0.561 2.563
C -2.075 1.255 -0.312
C -2.495 -0.184 1.848
H -2.562 2.320 -2.065
H -3.717 0.100 0.214
H -1.802 -0.823 1.453
H -3.648 0.740 -1.674
C -3.624 -0.983 2.668
C -3.024 1.593 -1.352
C 4.803 -0.829 -2.269
N 3.699 -0.449 0.135
H -1.560 2.042 0.149
O 2.869 1.534 -0.633
O 4.303 -2.469 0.918
C 5.086 -1.740 -1.295
H -3.587 1.497 1.340
H -1.355 0.557 -0.565
C 3.477 0.525 -0.836
H 3.303 -0.172 1.080
C 4.389 -1.636 -0.019
C -3.039 0.717 0.815
*
```

Summary:
Orbital gap in Ha: 0.3663
SMILES: O=c1cc[nH]c(=O)[nH]1.CCCCC



y | Here is 2 unconnected molecules or ions with the total composition C9H16N2O2 from the OMol25 dataset. Energies are from the ωB97M-V functional and the def2-TZVPD basis.

The geometry in ORCA input format:
```
! RIJCOSX wB97M-V def2-TZVPD def2/J DEFGRID3
* xyz 0 1
H 2.880 1.333 -0.459
C -0.838 -1.611 1.762
C -1.410 -0.169 1.534
N 0.551 0.222 -2.268
H -1.786 1.661 2.659
H -3.059 -1.013 0.434
O 0.449 2.003 -0.908
H 0.422 0.667 0.794
H 3.418 -1.153 -3.736
H -1.067 1.607 0.159
H -0.902 -2.152 0.850
H -0.434 0.510 -2.621
C 1.099 1.169 -1.457
H 0.249 -1.698 2.034
C 2.859 -0.541 -2.926
H 4.506 0.424 -1.869
H -1.416 -2.107 2.527
C -0.650 0.588 0.369
H -1.417 -0.014 3.664
H -0.530 0.010 -0.625
C 1.317 -0.640 -3.076
H -0.044 0.890 2.873
C -1.158 0.692 2.783
O 0.801 -1.412 -3.834
H -3.431 -0.821 2.076
H -3.355 0.782 1.200
C 3.378 0.147 -1.928
C -2.929 -0.319 1.253
N 2.497 0.945 -1.263
*
```

Summary:
Orbital gap in Ha: 0.3649
SMILES: O=c1cc[nH]c(=O)[nH]1.CC(C)(C)C



Relative energies in kJ/mol: w 286.5; x 0.0; y 57.8